(1)
This record from OMol25 describes a single C3H7N3O molecule. The level of theory is ωB97M-V with the def2-TZVPD basis set.

## Properties
**Structure (SMILES)**: [H]/N=C/NC(=O)NC
**Charge**: 0
**Energy relative to the best compared isomer or geometry (same formula, charge and spin)**: 2.4 kcal per mole
**HOMO**: -9.608 eV
**Orbital gap**: 10.39 eV

Positions of all 14 atoms, in Å:
1 H 2.786 -0.539 -3.027
2 N 2.464 0.092 -2.297
3 C 1.552 -0.469 -1.614
4 N 0.962 0.206 -0.561
5 C -0.141 -0.303 0.119
6 O -0.593 -1.410 -0.119
7 N -0.648 0.543 1.065
8 C -1.896 0.250 1.735
9 H 1.138 -1.471 -1.747
10 H 1.295 1.148 -0.408
11 H -0.265 1.471 1.151
12 H -2.167 -0.776 1.485
13 H -2.697 0.920 1.398
14 H -1.789 0.338 2.821

(2)
This record from OMol25 describes a single C3H7N3O molecule at a distorted geometry. The level of theory is ωB97M-V with the def2-TZVPD basis set.

## Properties
**Structure (SMILES)**: C=CN/N=[N+](/C)[O-]
**Charge**: 0
**Energy relative to the best compared isomer or geometry (same formula, charge and spin)**: 124.8 kcal per mole
**HOMO**: -8.215 eV
**Orbital gap**: 9.15 eV

Positions of all 14 atoms, in Å:
1 C -3.136 -0.429 -0.118
2 C -2.027 0.233 0.064
3 N -0.738 -0.363 0.203
4 N 0.372 0.475 0.002
5 N 1.485 -0.138 -0.045
6 C 2.651 0.608 0.022
7 O 1.556 -1.377 -0.014
8 H -4.046 0.173 -0.075
9 H -3.213 -1.452 -0.286
10 H -1.801 1.320 0.046
11 H -0.525 -1.454 0.138
12 H 3.203 0.241 0.908
13 H 3.390 0.445 -0.845
14 H 2.828 1.719 -0.001

(3)
This record from OMol25 describes a single C3H7N3O molecule at a distorted geometry. The level of theory is ωB97M-V with the def2-TZVPD basis set.

## Properties
**Charge**: 0
**Energy relative to the best compared isomer or geometry (same formula, charge and spin)**: 80.6 kcal per mole
**HOMO**: -8.423 eV
**Orbital gap**: 8.12 eV

Positions of all 14 atoms, in Å:
1 C 0.228 0.239 0.449
2 N 0.975 -0.836 -0.079
3 N 0.209 1.443 -0.272
4 C 2.298 -0.757 -0.334
5 C -2.328 -0.289 0.191
6 N -1.140 -0.657 0.370
7 O 2.967 -1.616 -0.883
8 H -0.436 -1.487 -0.004
9 H 0.330 0.455 1.521
10 H 0.146 1.340 -1.275
11 H -0.326 2.210 0.107
12 H 2.772 0.193 0.004
13 H -3.094 -0.995 -0.119
14 H -2.601 0.758 0.323

(4)
This record from OMol25 describes a single C3H7N3O molecule at a distorted geometry. The level of theory is ωB97M-V with the def2-TZVPD basis set.

## Properties
**Structure (SMILES)**: C/C(=N\N)NC=O
**Charge**: 0
**Energy relative to the best compared isomer or geometry (same formula, charge and spin)**: 70.0 kcal per mole
**HOMO**: -8.139 eV
**Orbital gap**: 9.04 eV

Positions of all 14 atoms, in Å:
1 C -0.375 -0.629 -1.694
2 C -0.209 -0.354 -0.236
3 N 0.782 0.218 0.382
4 N 1.703 1.008 -0.281
5 N -1.182 -0.522 0.691
6 C -0.497 0.126 1.939
7 O -0.697 1.259 2.296
8 H 0.597 -0.644 -2.186
9 H -0.858 -1.596 -1.834
10 H -1.001 0.135 -2.159
11 H 2.486 1.193 0.333
12 H 1.285 1.887 -0.586
13 H -1.734 -1.372 0.696
14 H -0.301 -0.708 2.639

(5)
This record from OMol25 describes C3H7N3O as an isolated structure. The level of theory is ωB97M-V with the def2-TZVPD basis set.

## Properties
**Charge**: 0
**Energy relative to the best compared isomer or geometry (same formula, charge and spin)**: 48.8 kcal per mole
**HOMO**: -9.320 eV
**Orbital gap**: 10.17 eV

Positions of all 14 atoms, in Å:
1 C 0.428 -1.249 1.925
2 N 0.248 0.146 1.596
3 C 0.047 0.650 0.406
4 O 0.016 1.936 0.511
5 N -0.116 -0.004 -0.775
6 C -0.390 0.644 -1.973
7 N -0.593 -0.038 -3.026
8 H 1.382 -1.641 1.532
9 H -0.397 -1.877 1.538
10 H 0.439 -1.350 3.016
11 H 0.225 1.482 1.718
12 H -0.105 -1.019 -0.798
13 H -0.402 1.734 -1.861
14 H -0.783 0.586 -3.807

(6)
This record from OMol25 describes a single C3H7N3O molecule at a distorted geometry. The level of theory is ωB97M-V with the def2-TZVPD basis set.

## Properties
**Structure (SMILES)**: C[C@H]1N=NN(C)O1
**Charge**: 0
**Energy relative to the best compared isomer or geometry (same formula, charge and spin)**: 115.3 kcal per mole
**HOMO**: -8.570 eV
**Orbital gap**: 9.57 eV

Positions of all 14 atoms, in Å:
1 C 1.882 0.212 0.456
2 C 1.049 -0.401 -0.782
3 N 0.551 -1.615 -0.342
4 N -0.634 -1.433 0.004
5 N -1.122 -0.289 -0.342
6 C -2.170 0.386 0.323
7 O -0.202 0.486 -1.146
8 H 1.134 0.229 1.267
9 H 2.145 1.300 0.147
10 H 2.837 -0.213 0.676
11 H 1.633 -0.273 -1.681
12 H -2.638 -0.443 0.875
13 H -1.755 1.209 0.982
14 H -2.710 0.846 -0.435

(7)
This record from OMol25 describes a single C3H7N3O molecule at a distorted geometry. The level of theory is ωB97M-V with the def2-TZVPD basis set.

## Properties
**Charge**: 0
**Energy relative to the best compared isomer or geometry (same formula, charge and spin)**: 127.5 kcal per mole
**HOMO**: -8.640 eV
**Orbital gap**: 9.26 eV

Positions of all 14 atoms, in Å:
1 C -0.431 -0.851 -1.481
2 C -0.779 -1.274 1.290
3 C 0.669 1.802 0.109
4 N 0.638 -0.194 -1.240
5 N -0.875 -0.134 0.356
6 N 0.484 0.344 0.071
7 O -0.816 -1.693 -2.198
8 H -0.440 -0.801 2.242
9 H -1.838 -1.505 1.572
10 H 0.049 -2.094 0.942
11 H 0.324 2.088 -0.898
12 H 0.045 2.254 0.842
13 H 1.693 1.978 0.397
14 H 1.279 0.081 -2.003

(8)
This record from OMol25 describes C3H7N3O as an isolated structure at a distorted geometry. The level of theory is ωB97M-V with the def2-TZVPD basis set.

## Properties
**Charge**: 0
**Energy relative to the best compared isomer or geometry (same formula, charge and spin)**: 70.1 kcal per mole
**HOMO**: -9.508 eV
**Orbital gap**: 10.50 eV

Positions of all 14 atoms, in Å:
1 C -1.425 -1.392 0.657
2 N -0.004 -1.057 0.543
3 C 0.153 0.283 0.366
4 O -0.799 1.020 0.084
5 N 1.366 1.025 0.499
6 C 1.047 1.560 -0.837
7 N 1.003 0.584 -1.651
8 H -1.915 -1.268 -0.313
9 H -1.901 -0.689 1.344
10 H -1.547 -2.418 1.000
11 H 0.606 -1.447 1.247
12 H 2.249 0.536 0.373
13 H 0.836 2.630 -0.913
14 H 0.330 0.632 -2.399

(9)
This record from OMol25 describes a single C3H7N3O2 molecule at a distorted geometry. The level of theory is ωB97M-V with the def2-TZVPD basis set.

## Properties
**Structure (SMILES)**: CN/N=C\C(=O)NO
**Charge**: 0
**Energy relative to the best compared isomer or geometry (same formula, charge and spin)**: 161.3 kcal per mole
**HOMO**: -9.445 eV
**Orbital gap**: 9.09 eV

Positions of all 15 atoms, in Å:
1 C -0.638 -1.443 1.161
2 N -0.623 -1.235 -0.361
3 N 0.684 -1.305 -0.741
4 C 1.374 -0.224 -0.363
5 C 0.724 1.170 -0.190
6 O 1.327 2.187 -0.481
7 N -0.605 1.422 -0.341
8 O -0.887 2.809 -0.848
9 H -0.124 -2.492 1.500
10 H -1.671 -1.467 1.373
11 H -0.206 -0.653 1.734
12 H -0.862 -2.247 -0.427
13 H 2.381 -0.210 -0.608
14 H -1.142 0.739 -0.662
15 H 0.269 2.950 -0.747

(10)
This record from OMol25 describes a single C3H7N3O2 molecule at a distorted geometry. The level of theory is ωB97M-V with the def2-TZVPD basis set.

## Properties
**Structure (SMILES)**: C/C(=N/OC=O)NN
**Charge**: 0
**Energy relative to the best compared isomer or geometry (same formula, charge and spin)**: 164.3 kcal per mole
**HOMO**: -9.141 eV
**Orbital gap**: 9.83 eV

Positions of all 15 atoms, in Å:
1 C 1.830 1.711 -0.007
2 C 1.038 0.475 -0.208
3 N -0.331 0.668 -0.099
4 O -1.004 -0.606 -0.373
5 C -2.315 -0.357 -0.121
6 O -2.690 0.792 0.429
7 N 1.820 -0.659 -0.054
8 N 1.234 -1.900 0.291
9 H 2.328 2.188 -0.911
10 H 1.109 2.574 0.528
11 H 2.769 1.532 0.738
12 H -3.089 -1.238 -0.743
13 H 2.778 -0.755 -0.045
14 H 0.993 -1.536 1.265
15 H 0.282 -1.993 -0.227

(11)
This record from OMol25 describes a single C3H7N3O2 molecule at a distorted geometry. The level of theory is ωB97M-V with the def2-TZVPD basis set.

## Properties
**Structure (SMILES)**: O=C(NO)NN1CC1
**Charge**: 0
**Energy relative to the best compared isomer or geometry (same formula, charge and spin)**: 197.2 kcal per mole
**HOMO**: -9.119 eV
**Orbital gap**: 9.64 eV

Positions of all 15 atoms, in Å:
1 O 2.703 -1.186 0.192
2 C 1.637 -0.597 -0.284
3 N 1.682 0.764 -0.872
4 O 0.935 1.617 0.132
5 N 0.194 -0.882 0.056
6 N -0.655 -0.155 -0.697
7 C -1.896 -0.798 -0.235
8 C -1.514 0.597 0.308
9 H 2.621 1.069 -0.273
10 H 1.572 1.628 0.965
11 H 0.168 -1.919 0.137
12 H -2.780 -0.876 -0.806
13 H -1.602 -1.546 0.535
14 H -1.058 0.905 1.267
15 H -2.006 1.379 -0.429

(12)
This record from OMol25 describes an isolated ion of composition C3H7N3OPS and charge -1 at a distorted geometry. The level of theory is ωB97M-V with the def2-TZVPD basis set.

## Properties
**Charge**: -1
**⟨S²⟩**: 2.01
**HOMO (alpha / beta)**: -2.440 / -3.301 eV
**Orbital gap (alpha / beta)**: 6.04 / 5.71 eV
**Multiplicity**: 3

Positions of all 16 atoms, in Å:
1 C -3.190 -0.498 0.095
2 C 0.157 1.068 0.077
3 C 1.158 -0.082 0.311
4 N -1.152 0.719 0.542
5 N -0.758 -1.954 0.719
6 N -1.787 -0.306 0.111
7 O -3.696 -1.579 0.137
8 P 0.497 -1.750 -0.331
9 S -3.993 0.834 -0.325
10 H 0.515 1.892 0.525
11 H 0.135 1.042 -0.949
12 H 2.001 0.020 -0.357
13 H 1.620 -0.187 1.375
14 H -1.542 1.204 1.323
15 H -1.510 -2.595 0.458
16 H -0.055 -0.900 -1.468

(13)
This record from OMol25 describes a single C3H7N3OS molecule at a distorted geometry. The level of theory is ωB97M-V with the def2-TZVPD basis set.

## Properties
**Structure (SMILES)**: C/C(=N/N)SC(N)=O
**Charge**: 0
**Energy relative to the best compared isomer or geometry (same formula, charge and spin)**: 72.1 kcal per mole
**HOMO**: -9.519 eV
**Orbital gap**: 10.03 eV

Positions of all 15 atoms, in Å:
1 C -1.062 1.932 0.293
2 C -0.570 0.435 -0.060
3 N -1.466 -0.500 0.036
4 N -1.192 -1.765 -0.528
5 S 0.724 0.359 -1.290
6 C 1.952 -0.061 -0.140
7 N 1.640 -0.823 0.960
8 O 3.047 0.287 -0.396
9 H -1.791 1.819 1.294
10 H -0.354 2.575 0.715
11 H -1.618 2.485 -0.589
12 H -1.942 -2.400 -0.694
13 H -0.998 -1.516 -1.627
14 H 0.987 -1.574 0.800
15 H 2.642 -1.252 1.225

(14)
This record from OMol25 describes a single C3H7N3OS molecule at a distorted geometry. The level of theory is ωB97M-V with the def2-TZVPD basis set.

## Properties
**Structure (SMILES)**: [H]/N=C(/NO)S/N=C\C
**Charge**: 0
**Energy relative to the best compared isomer or geometry (same formula, charge and spin)**: 69.1 kcal per mole
**HOMO**: -8.935 eV
**Orbital gap**: 9.62 eV

Positions of all 15 atoms, in Å:
1 H 0.578 -2.653 -0.954
2 N -0.177 -2.130 -1.369
3 C -0.381 -1.029 -0.772
4 N -1.394 -0.222 -1.172
5 O -1.907 -0.523 -2.436
6 S 0.560 -0.466 0.631
7 N 0.228 1.222 0.488
8 C 0.737 1.984 1.360
9 C 1.627 1.603 2.528
10 H -1.240 0.745 -1.067
11 H -1.512 -1.414 -2.572
12 H 0.461 3.009 1.199
13 H 1.897 2.458 3.097
14 H 2.525 1.168 2.164
15 H 1.103 0.898 3.196

(15)
This record from OMol25 describes a single C3H7N3OS molecule. The level of theory is ωB97M-V with the def2-TZVPD basis set.

## Properties
**Structure (SMILES)**: [H]/N=C/N(S)/C(CO)=N/[H]
**Charge**: 0
**Energy relative to the best compared isomer or geometry (same formula, charge and spin)**: 40.3 kcal per mole
**HOMO**: -9.313 eV
**Orbital gap**: 10.00 eV

Positions of all 15 atoms, in Å:
1 H -0.539 3.292 0.270
2 N -0.106 2.381 0.264
3 C -0.990 1.512 0.010
4 N -0.722 0.144 -0.087
5 S -2.076 -0.907 -0.244
6 C 0.547 -0.425 0.156
7 C 1.792 0.388 -0.153
8 O 2.931 -0.444 -0.218
9 N 0.586 -1.624 0.579
10 H 1.591 -1.889 0.682
11 H -2.048 1.725 -0.162
12 H -2.091 -1.383 0.999
13 H 1.618 0.950 -1.081
14 H 1.951 1.146 0.626
15 H 2.895 -0.935 -1.055

(16)
This record from OMol25 describes a single C3H7N3OS molecule at a distorted geometry. The level of theory is ωB97M-V with the def2-TZVPD basis set.

## Properties
**Structure (SMILES)**: C=NOCC(=S)NN
**Charge**: 0
**Energy relative to the best compared isomer or geometry (same formula, charge and spin)**: 90.5 kcal per mole
**HOMO**: -8.336 eV
**Orbital gap**: 9.07 eV

Positions of all 15 atoms, in Å:
1 C -2.407 -0.821 -0.865
2 N -1.469 -0.309 -0.178
3 O -0.703 -1.301 0.408
4 C 0.425 -0.677 1.059
5 C 1.460 -0.290 -0.004
6 S 2.543 -1.406 -0.488
7 N 1.493 0.960 -0.454
8 N 0.661 1.965 -0.069
9 H -2.943 -0.141 -1.515
10 H -2.775 -1.832 -0.765
11 H 0.815 -1.541 1.619
12 H 0.147 0.100 1.762
13 H 2.201 1.206 -1.156
14 H -0.315 1.763 -0.191
15 H 0.866 2.324 0.837

(17)
This record from OMol25 describes a single C3H7N3S molecule at a distorted geometry. The level of theory is ωB97M-V with the def2-TZVPD basis set.

## Properties
**Structure (SMILES)**: C/C(=N/N)NC=S
**Charge**: 0
**Energy relative to the best compared isomer or geometry (same formula, charge and spin)**: 93.8 kcal per mole
**HOMO**: -8.403 eV
**Orbital gap**: 8.64 eV

Positions of all 14 atoms, in Å:
1 C 0.766 1.891 -0.078
2 C -0.011 0.687 0.101
3 N -1.254 0.548 0.327
4 N -2.006 -0.622 0.239
5 N 1.001 -0.398 -0.005
6 C 0.585 -1.763 -0.415
7 S 1.577 -3.049 -0.923
8 H 1.495 1.901 0.800
9 H 1.300 2.015 -1.005
10 H 0.110 2.732 -0.012
11 H -1.824 -1.245 1.232
12 H -3.192 -0.572 0.034
13 H 2.005 -0.214 0.232
14 H -0.552 -1.912 -0.526